The following is a quantum chemistry calculation of a molecular structure, C20H16B3Ba2Br8O24 in a non-equilibrium geometry, from the OMol25 dataset.

Results
Highest occupied orbital energy ... -11.25 eV
Net charge ... +1
Maximum force ... 3.25 eV Å⁻¹
Gap between HOMO and LUMO ... 6.87 eV
Spin multiplicity ... 1
ΔE to the lowest compared entry with this formula, charge and spin ... 0.0 kcal per mole

Geometry (Å):
Ba 1.6369 -5.0362 -0.4647
Ba 3.9171 2.6318 0.8221
O -0.4209 -3.7577 4.5839
C 0.2725 -2.9850 4.0814
O 0.8169 -1.8804 4.5890
B 1.5550 -1.1787 3.5469
O 1.5028 -2.0273 2.3495
C 0.7626 -3.0853 2.6224
O 0.5414 -3.9496 1.8106
O 2.9639 -0.9121 3.9659
C 3.2308 0.3637 3.8015
O 4.3025 0.8763 3.7180
C 1.9639 1.0344 3.2699
O 1.0047 0.1617 3.1986
O 1.9355 2.1805 2.9086
O 1.7929 -3.9437 -2.8513
C 2.1428 -2.8827 -3.3476
O 3.1820 -2.1732 -3.0493
B 3.0571 -0.8166 -3.6769
O 1.8409 -0.8989 -4.4910
C 1.2166 -2.0405 -4.2566
O 0.1603 -2.3952 -4.6252
O 2.9732 0.2708 -2.6517
C 4.0278 1.0137 -2.7587
O 4.3719 1.8554 -1.9721
C 4.9147 0.4780 -3.9158
O 4.2334 -0.5070 -4.4741
O 6.0210 0.8520 -4.1249
O 0.0230 -2.9010 -0.8524
C -0.3269 -1.7594 -0.9204
O 0.3957 -0.7768 -1.3678
B -0.3032 0.5119 -1.0759
O -1.6237 0.1240 -0.5988
C -1.6083 -1.1754 -0.3098
O -2.4743 -1.7805 0.2028
O 0.4383 1.3520 -0.0892
C 0.8653 2.4128 -0.6830
O 1.4611 3.3110 -0.1624
C 0.3799 2.3981 -2.1440
O -0.3621 1.3178 -2.2925
O 0.6629 3.2032 -2.9506
Br -5.8523 -3.2324 2.2011
C -4.6460 -4.6864 1.7355
C -3.2370 -4.4339 2.1935
Br -2.1526 -6.0316 1.8399
H -4.7222 -4.8629 0.6734
H -4.9637 -5.5536 2.3122
H -3.1079 -4.1130 3.2187
H -2.7356 -3.6958 1.5729
Br -2.9290 -1.6389 -3.8876
C -2.5426 0.2493 -3.8081
C -1.3467 0.5746 -4.6805
Br -1.3823 2.4757 -5.1279
H -2.3151 0.5688 -2.7930
H -3.3941 0.8358 -4.1362
H -1.4376 0.1004 -5.6491
H -0.3879 0.4456 -4.2017
Br -3.2234 -1.2527 3.6559
C -2.1069 0.2856 3.8945
C -2.2290 1.2386 2.7212
Br -1.3833 2.9437 3.1760
H -1.0894 -0.0544 4.0128
H -2.3502 0.7968 4.8243
H -3.2616 1.4953 2.5300
H -1.6864 0.8504 1.8699
Br 1.6243 5.3577 2.3476
C -0.0386 5.6927 1.4052
C 0.1608 6.4150 0.1012
Br 0.3529 8.3509 0.2596
H -0.6662 6.2668 2.0815
H -0.5356 4.7449 1.2306
H -0.8017 6.3735 -0.4086
H 0.9393 6.0077 -0.5289